This record from the Open Molecules 2025 dataset describes a cluster of 2 separate species, C4H8N2O in total at a distorted geometry. The level of theory is ωB97M-V with the def2-TZVPD basis set.

Charge: 0
SMILES: CC(N)=O.C#CN
HOMO-LUMO gap, eV: 8.858
Energy above the lowest of the compared OMol25 structures with the same formula, charge and spin, eV: 4.023
E_HOMO, eV: -8.063

Positions of all 15 atoms, in Å:
1 C 0.5545 -1.1787 -1.0305
2 C 0.8293 0.1425 -0.3333
3 N 1.4582 -0.0486 0.9572
4 O 0.9696 1.2080 -0.9263
5 H -0.1562 -1.7640 -0.4469
6 H 0.0914 -0.9990 -1.9979
7 H 1.4743 -1.7595 -1.1013
8 H 2.0846 -0.8407 1.0430
9 H 1.9555 0.7782 1.2633
10 C -1.1425 -0.1397 1.5498
11 C -1.3506 0.4316 0.4744
12 N -1.8935 1.3190 -0.3682
13 H -1.3789 -0.6418 2.4500
14 H -1.7119 2.2978 -0.1667
15 H -1.7840 1.1949 -1.3664

Atom charges from the Löwdin analysis, given in e for atoms 1 to 6: -0.0240 -0.6042 0.0721 0.0331 0.0699 0.0835